2 unconnected molecules or ions with the total composition C16H28ClNO5. Source: the Open Molecules 2025 dataset; level of theory: ωB97M-V with the def2-TZVPD basis set.

* E_LUMO: -1.50 eV
* maximum force: 0.0335 hartree/bohr
* HOMO energy: -0.29952 hartree
* ΔE to the lowest compared entry with this formula, charge and spin: 15.3 kcal per mole
* electronic energy: -41286.909 eV
* total charge: 0

Last columns: bonded neighbours and bond lengths (Å).
CARTESIAN COORDINATES (ANGSTROEM)
1 C -0.8511 0.6072 4.1513  C2 1.553, H19 1.097, H20 1.095, H21 1.098
2 C -1.4304 -0.3476 3.0715  C1 1.553, C3 1.539, H22 1.101, H23 1.097
3 C -2.8903 -0.0323 2.6995  C2 1.539, C4 1.538, H24 1.100, H25 1.099
4 C -3.3724 -0.8342 1.4787  C3 1.538, C5 1.554, H26 1.097, H27 1.098
5 C -2.6004 -0.5252 0.1662  C4 1.554, C6 1.564, H28 1.098, H29 1.098
6 C -2.0068 -1.8199 -0.4801  C5 1.564, C7 1.564, H30 1.093, H31 1.099
7 C -0.6855 -1.5245 -1.2620  C6 1.564, C8 1.546, H32 1.096, H33 1.097
8 C 0.4453 -2.5067 -0.8800  C7 1.546, C9 1.551, H34 1.095, H35 1.096
9 C 1.1881 -1.8901 0.3340  C8 1.551, C10 1.551, H36 1.100, H37 1.096
10 C 2.5577 -1.3154 -0.1135  C9 1.551, C11 1.524, H38 1.096, H39 1.099
11 C 2.9414 -0.0232 0.5967  C10 1.524, N12 1.479, H40 1.094, H41 1.096
12 N 2.3322 1.1569 -0.0549  C11 1.479, C13 1.336, C18 1.336
13 C 2.9777 1.8289 -1.0122  N12 1.336, C14 1.354, H42 1.086
14 C 2.4550 2.9267 -1.6085  C13 1.354, C15 1.390, H43 1.085
15 C 1.2085 3.4034 -1.2186  C14 1.390, O16 1.347, C17 1.393
16 O 0.6646 4.4935 -1.7943  C15 1.347, H44 0.967
17 C 0.5318 2.6806 -0.2384  C15 1.393, C18 1.353, H45 1.085
18 C 1.1217 1.5922 0.3072  N12 1.336, C17 1.353, H46 1.087
19 H -0.4617 -0.0059 4.9737  C1 1.097
20 H -1.6091 1.2872 4.5528  C1 1.095
21 H 0.0070 1.1864 3.7867  C1 1.098
22 H -0.8378 -0.2334 2.1506  C2 1.101
23 H -1.2970 -1.3936 3.3735  C2 1.097
24 H -3.5193 -0.3006 3.5606  C3 1.100
25 H -2.9713 1.0509 2.5305  C3 1.099
26 H -4.4291 -0.5916 1.3123  C4 1.097
27 H -3.3081 -1.9043 1.7159  C4 1.098
28 H -1.8298 0.2481 0.2810  C5 1.098
29 H -3.3264 -0.1447 -0.5642  C5 1.098
30 H -2.7135 -2.2334 -1.2038  C6 1.093
31 H -1.8019 -2.5224 0.3394  C6 1.099
32 H -0.8872 -1.6810 -2.3275  C7 1.096
33 H -0.3738 -0.4792 -1.1410  C7 1.097
34 H 0.0624 -3.4985 -0.6181  C8 1.095
35 H 1.1208 -2.5976 -1.7380  C8 1.096
36 H 1.3401 -2.7046 1.0578  C9 1.100
37 H 0.5691 -1.1519 0.8570  C9 1.096
38 H 2.6080 -1.2492 -1.2068  C10 1.096
39 H 3.3032 -2.0670 0.1807  C10 1.099
40 H 2.6721 -0.0320 1.6569  C11 1.094
41 H 4.0293 0.0892 0.5285  C11 1.096
42 H 3.9588 1.4936 -1.3347  C13 1.086
43 H 3.0125 3.4565 -2.3740  C14 1.085
44 H 0.7750 5.2743 -1.2350  O16 0.967
45 H -0.4408 3.0522 0.0677  C17 1.085
46 H 0.5782 1.0489 1.0765  C18 1.087
47 O -0.8581 0.3511 -4.1516  Cl48 1.449
48 Cl 0.2337 -0.2532 -4.8887  O47 1.449, O49 1.459, O50 1.439, O51 1.442
49 O 1.4159 -0.2891 -4.0350  Cl48 1.459
50 O 0.5164 0.5245 -6.0665  Cl48 1.439
51 O -0.1248 -1.6000 -5.2597  Cl48 1.442

Charges obtained by natural (NBO) population analysis, quoted in units of e: atom 1 (C): -0.616, atom 2 (C): -0.400, atom 3 (C): -0.385, atom 4 (C): -0.403, atom 5 (C): -0.392, atom 6 (C): -0.404, atom 7 (C): -0.389, atom 8 (C): -0.402, atom 9 (C): -0.397, atom 10 (C): -0.433, atom 11 (C): -0.206, atom 12 (N): -0.272, atom 13 (C): 0.114, atom 14 (C): -0.260, atom 15 (C): 0.406, atom 16 (O): -0.661, atom 17 (C): -0.263, atom 18 (C): 0.094, atom 19 (H): 0.214, atom 20 (H): 0.212, atom 21 (H): 0.191, atom 22 (H): 0.174, atom 23 (H): 0.205, atom 24 (H): 0.204, atom 25 (H): 0.190, atom 26 (H): 0.210, atom 27 (H): 0.198, atom 28 (H): 0.171, atom 29 (H): 0.218, atom 30 (H): 0.222, atom 31 (H): 0.180, atom 32 (H): 0.249, atom 33 (H): 0.179, atom 34 (H): 0.204, atom 35 (H): 0.222, atom 36 (H): 0.208, atom 37 (H): 0.181, atom 38 (H): 0.247, atom 39 (H): 0.227, atom 40 (H): 0.224, atom 41 (H): 0.222, atom 42 (H): 0.241, atom 43 (H): 0.263, atom 44 (H): 0.505, atom 45 (H): 0.258, atom 46 (H): 0.242, atom 47 (O): -0.889, atom 48 (Cl): 2.539, atom 49 (O): -0.919, atom 50 (O): -0.859, atom 51 (O): -0.865



2 unconnected molecules or ions with the total composition C21H30Br2N3O3. Source: the Open Molecules 2025 dataset; level of theory: ωB97M-V with the def2-TZVPD basis set.

* E_LUMO: -2.79 eV
* maximum force: 0.0170 hartree/bohr
* HOMO energy: -0.41351 hartree
* electronic energy: -172954.962 eV
* total charge: +1

Last columns: bonded neighbours and bond lengths (Å).
CARTESIAN COORDINATES (ANGSTROEM)
1 C -2.9782 5.0058 -0.7892  C2 1.512, H25 1.092, H26 1.088, H27 1.088
2 C -2.2302 4.5704 0.4510  C1 1.512, N3 1.264, C4 1.516
3 N -2.7742 4.0980 1.4893  C2 1.264, H28 1.020
4 C -0.7175 4.6726 0.4743  C2 1.516, C5 1.537, H29 1.086, H30 1.094
5 C -0.0597 3.3183 0.1646  C4 1.537, C6 1.514, N24 1.518, H31 1.090
6 C 1.2819 3.1234 0.8388  C5 1.514, C7 1.534, H32 1.088, H33 1.093
7 C 1.8415 1.7184 0.5794  C6 1.534, C8 1.550, H34 1.089, H35 1.086
8 C 1.4621 1.1402 -0.8081  C7 1.550, O9 1.442, C18 1.535, C23 1.525
9 O 0.2125 0.4540 -0.5942  C8 1.442, C10 1.363
10 C -0.5132 0.0664 -1.6812  O9 1.363, O11 1.199, C12 1.490
11 O -0.0470 -0.0039 -2.7839  C10 1.199
12 C -1.9239 -0.2364 -1.3087  C10 1.490, C13 1.387, C17 1.391
13 C -2.2168 -1.4584 -0.7208  C12 1.387, C14 1.387, H36 1.082
14 C -3.5225 -1.7525 -0.3565  C13 1.387, C15 1.388, H37 1.080
15 C -4.5295 -0.8222 -0.5742  C14 1.388, C16 1.385, H38 1.081
16 C -4.2356 0.3939 -1.1689  C15 1.385, C17 1.384, H39 1.081
17 C -2.9346 0.6924 -1.5348  C12 1.391, C16 1.384, H40 1.085
18 C 2.5692 0.1967 -1.2985  C8 1.535, Br19 1.899, C20 1.334
19 Br 3.5397 0.7213 -2.8446  C18 1.899
20 C 2.8539 -0.9544 -0.6878  C18 1.334, C21 1.504, Br22 1.880
21 C 2.1489 -1.4953 0.5252  C20 1.504, H41 1.087, H42 1.082, H43 1.090
22 Br 4.2042 -2.0950 -1.3289  C20 1.880
23 C 1.2733 2.3145 -1.7633  C8 1.525, N24 1.504, H44 1.087, H45 1.084
24 N 0.1117 3.1684 -1.3366  C5 1.518, C23 1.504, H46 1.021, H47 1.020
25 H -3.4116 4.1330 -1.2813  C1 1.092
26 H -3.7964 5.6644 -0.5043  C1 1.088
27 H -2.3484 5.5403 -1.4980  C1 1.088
28 H -3.7878 4.0449 1.3863  N3 1.020
29 H -0.3906 4.9801 1.4636  C4 1.086
30 H -0.3768 5.4271 -0.2407  C4 1.094
31 H -0.7498 2.5333 0.4724  C5 1.090
32 H 1.0888 3.2494 1.9018  C6 1.088
33 H 1.9827 3.8958 0.5112  C6 1.093
34 H 1.3851 1.0671 1.3231  C7 1.089
35 H 2.9182 1.6703 0.7132  C7 1.086
36 H -1.4279 -2.1762 -0.5385  C13 1.082
37 H -3.7302 -2.7053 0.1086  C14 1.080
38 H -5.5417 -1.0581 -0.2776  C15 1.081
39 H -5.0277 1.1097 -1.3406  C16 1.081
40 H -2.7142 1.6400 -2.0151  C17 1.085
41 H 1.0764 -1.5858 0.3711  C21 1.087
42 H 2.5196 -2.4735 0.8018  C21 1.082
43 H 2.3029 -0.8475 1.3880  C21 1.090
44 H 2.1756 2.9196 -1.7467  C23 1.087
45 H 1.1261 2.0021 -2.7908  C23 1.084
46 H -0.7413 2.8185 -1.7745  N24 1.021
47 H 0.2631 4.0983 -1.7280  N24 1.020
48 C 1.8948 -4.8414 2.7123  O49 1.221, N50 1.342, H53 1.102
49 O 1.3170 -3.8277 2.3537  C48 1.221
50 N 2.0266 -5.9458 1.9615  C48 1.342, C51 1.451, C52 1.454
51 C 2.7220 -7.1261 2.4392  N50 1.451, H54 1.091, H55 1.091, H56 1.088
52 C 1.4499 -5.9536 0.6271  N50 1.454, H57 1.091, H58 1.090, H59 1.087
53 H 2.3641 -4.9307 3.7048  C48 1.102
54 H 3.5718 -7.3572 1.7951  C51 1.091
55 H 2.0508 -7.9860 2.4554  C51 1.091
56 H 3.0872 -6.9505 3.4486  C51 1.088
57 H 1.8874 -5.1625 0.0168  C52 1.091
58 H 0.3736 -5.7868 0.6770  C52 1.090
59 H 1.6450 -6.9156 0.1612  C52 1.087

Charges obtained by natural (NBO) population analysis, quoted in units of e: atom 1 (C): -0.707, atom 2 (C): 0.297, atom 3 (N): -0.589, atom 4 (C): -0.469, atom 5 (C): -0.040, atom 6 (C): -0.419, atom 7 (C): -0.421, atom 8 (C): 0.218, atom 9 (O): -0.537, atom 10 (C): 0.783, atom 11 (O): -0.546, atom 12 (C): -0.172, atom 13 (C): -0.171, atom 14 (C): -0.185, atom 15 (C): -0.187, atom 16 (C): -0.218, atom 17 (C): -0.148, atom 18 (C): -0.160, atom 19 (Br): 0.103, atom 20 (C): -0.058, atom 21 (C): -0.674, atom 22 (Br): 0.119, atom 23 (C): -0.269, atom 24 (N): -0.510, atom 25 (H): 0.232, atom 26 (H): 0.258, atom 27 (H): 0.214, atom 28 (H): 0.345, atom 29 (H): 0.267, atom 30 (H): 0.201, atom 31 (H): 0.252, atom 32 (H): 0.256, atom 33 (H): 0.213, atom 34 (H): 0.246, atom 35 (H): 0.246, atom 36 (H): 0.227, atom 37 (H): 0.231, atom 38 (H): 0.230, atom 39 (H): 0.223, atom 40 (H): 0.177, atom 41 (H): 0.240, atom 42 (H): 0.268, atom 43 (H): 0.231, atom 44 (H): 0.247, atom 45 (H): 0.280, atom 46 (H): 0.437, atom 47 (H): 0.434, atom 48 (C): 0.533, atom 49 (O): -0.658, atom 50 (N): -0.420, atom 51 (C): -0.401, atom 52 (C): -0.416, atom 53 (H): 0.116, atom 54 (H): 0.201, atom 55 (H): 0.202, atom 56 (H): 0.215, atom 57 (H): 0.209, atom 58 (H): 0.213, atom 59 (H): 0.211



2 unconnected molecules or ions with the total composition C5H11NO. Source: the Open Molecules 2025 dataset; level of theory: ωB97M-V with the def2-TZVPD basis set.

* E_LUMO (spin up / spin down): 0.68 / 0.88 eV
* maximum force: 0.0392 hartree/bohr
* HOMO energy (spin up / spin down): -0.24436 / -0.24941 hartree
* ΔE to the lowest compared entry with this formula, charge and spin: 108.8 kcal per mole
* electronic energy: -8896.978 eV
* total charge: 0

Last columns: bonded neighbours and bond lengths (Å).
CARTESIAN COORDINATES (ANGSTROEM)
1 C -0.3128 2.3041 -1.4520  C2 1.547, H8 1.098, H9 1.099, H10 1.100
2 C 0.1466 0.8291 -1.3731  C1 1.547, C3 1.500, H11 1.101, H12 1.103
3 C -0.1734 0.1549 -0.0720  C2 1.500, N5 1.362, H13 1.081
4 C -0.4628 -2.5872 0.5976  H14 1.088, H15 1.089, H16 1.086
5 N 0.6904 0.2551 0.9759  C3 1.362, C6 1.359, H17 1.020
6 C 0.5519 -0.4914 2.1035  N5 1.359, O7 1.267, H18 1.100
7 O -0.4360 -1.2807 2.1790  C6 1.267
8 H -1.3976 2.3810 -1.2984  C1 1.098
9 H 0.1774 2.9076 -0.6752  C1 1.099
10 H -0.0721 2.7424 -2.4316  C1 1.100
11 H -0.3345 0.2656 -2.1872  C2 1.101
12 H 1.2308 0.7770 -1.5699  C2 1.103
13 H -1.1903 -0.0996 0.1909  C3 1.081
14 H -1.3935 -2.4680 0.0469  C4 1.088
15 H 0.4444 -2.5641 -0.0036  C4 1.089
16 H -0.4832 -3.3300 1.3895  C4 1.086
17 H 1.5803 0.7293 0.8208  N5 1.020
18 H 1.4345 -0.5252 2.7589  C6 1.100

Charges obtained by natural (NBO) population analysis, quoted in units of e: atom 1 (C): -0.600, atom 2 (C): -0.457, atom 3 (C): -0.037, atom 4 (C): -0.487, atom 5 (N): -0.547, atom 6 (C): 0.378, atom 7 (O): -0.567, atom 8 (H): 0.209, atom 9 (H): 0.200, atom 10 (H): 0.209, atom 11 (H): 0.220, atom 12 (H): 0.196, atom 13 (H): 0.212, atom 14 (H): 0.175, atom 15 (H): 0.172, atom 16 (H): 0.185, atom 17 (H): 0.400, atom 18 (H): 0.139



Which of these has the highest maximum force?
C5H11NO



What is the maximum force in the first record?
0.0335 hartree/bohr



Which of these has the lowest maximum force?
C21H30Br2N3O3